Molecular formula: C45H69INO44PS10
Method: DFT, the ωB97M-V functional and the def2-TZVPD basis

Each line ends with the Mulliken charge.
Positions of all 171 atoms, in Å:
1 C 1.8547 -6.9080 0.0875  -1.0572
2 C 1.4260 -5.4005 0.4416  0.0019
3 C 0.1033 -4.9052 -0.3729  -0.2854
4 N -0.2141 -3.5363 0.1542  0.2748
5 C -0.9562 -2.7103 -0.8031  -0.7331
6 C -2.4182 -2.9269 -1.2709  0.7804
7 C -3.2948 -4.1334 -0.7069  -1.0327
8 C -4.1912 -3.7179 0.5861  -0.4402
9 C -5.1199 -2.4312 0.3184  -0.1853
10 O -4.3579 -1.2118 0.5337  -0.2997
11 C -5.2194 -0.0553 0.4609  -0.5562
12 C -3.1348 -1.9672 -2.2918  -0.9421
13 C -2.4190 -0.7327 -2.8810  0.3347
14 C -3.0542 0.3091 -3.9040  -0.2345
15 C -2.6891 -0.1967 -5.4099  0.3284
16 O -2.3714 -1.3998 -5.5629  -0.4747
17 I -2.6789 1.1077 -7.1502  0.0544
18 C -0.9371 -0.4962 -2.4260  0.5682
19 C -0.2125 -1.4687 -1.4211  0.4853
20 C 1.3210 -1.1169 -1.0539  0.1265
21 O 2.2096 -1.9961 -0.9942  -0.5397
22 C 1.5936 0.4606 -0.8289  0.3484
23 C 2.5522 0.9826 0.2946  -0.0799
24 O 3.2772 0.1077 1.1704  -0.4497
25 C 4.4392 -0.4464 0.4518  -0.3128
26 C 5.8393 0.1504 0.9561  0.1098
27 O 6.9846 -0.3774 0.2383  -0.4258
28 C 6.9157 -0.0534 -1.1763  0.0915
29 C 8.3090 -0.1737 -1.9541  -0.8908
30 C 2.7344 2.5214 0.4714  -0.4989
31 C 1.9564 3.4816 -0.4723  -0.7243
32 C 1.0082 2.9782 -1.6261  0.1656
33 P 0.1110 4.2378 -2.6957  0.8859
34 O 1.1612 4.9746 -3.8528  -0.5173
35 O -1.3396 3.6779 -3.3884  -0.4360
36 S -0.4051 5.7058 -1.4815  -0.4185
37 C 0.8425 1.4464 -1.8005  0.5081
38 C -0.0760 0.7640 -2.9442  -0.2136
39 O -0.1012 1.1408 -4.1403  -0.4737
40 H 2.7130 -7.1799 0.8130  0.3209
41 H 2.2918 -6.9572 -0.9662  0.3225
42 H 1.0261 -7.6720 0.2894  0.2321
43 H 2.2781 -4.6391 0.3925  0.1721
44 H 1.0866 -5.4186 1.5502  -0.0122
45 H -0.7472 -5.6114 0.0035  -0.1247
46 H 0.2522 -4.9496 -1.5023  0.5330
47 H -0.6442 -3.5508 1.0950  0.3582
48 H -2.7054 -5.0657 -0.4200  0.1584
49 H -4.0029 -4.4513 -1.5652  0.4565
50 H -3.5064 -3.4728 1.4729  0.1744
51 H -4.8713 -4.6164 0.8479  0.3445
52 H -6.0966 -2.4657 0.9190  0.4129
53 H -5.4064 -2.4577 -0.7942  0.0181
54 H -5.8334 -0.0045 -0.5141  0.1892
55 H -5.9302 0.0317 1.3654  0.2502
56 H -4.5796 0.9083 0.4816  0.2110
57 H -4.2060 -2.1856 -2.6056  0.3432
58 H -2.5523 1.3477 -3.8203  -0.4774
59 H -4.1854 0.4615 -3.7813  0.5383
60 H 4.2353 -0.2488 -0.6690  0.2405
61 H 4.4316 -1.5969 0.5654  0.2845
62 H 5.9575 -0.1881 2.0553  0.2998
63 H 5.8460 1.2962 0.9318  -0.1620
64 H 6.4465 1.0112 -1.2823  0.0817
65 H 6.1587 -0.7825 -1.6549  0.1885
66 H 8.1461 0.3073 -2.9939  0.0631
67 H 8.6201 -1.2622 -2.1727  0.3399
68 H 9.1455 0.4084 -1.4292  0.2690
69 H 3.4072 2.9092 1.3070  0.4949
70 H 2.0851 4.6185 -0.3373  0.3006
71 H 0.7456 5.8738 -3.9516  0.3547
72 H -1.7411 3.0005 -2.7942  0.2502
73 C -4.3365 8.1586 -0.7814  -0.2787
74 C -3.3475 7.4500 0.1328  0.2090
75 O -4.1558 6.6996 1.0423  -0.3655
76 S -5.5090 6.2280 0.2820  1.0089
77 O -5.3234 4.8810 -0.1727  -0.4798
78 O -6.6349 6.6326 1.0695  -0.5517
79 O -5.3899 7.2151 -0.9986  -0.3419
80 H -4.7636 9.0388 -0.2966  0.2997
81 H -3.8859 8.4511 -1.7293  0.3636
82 H -2.7077 8.1444 0.6715  0.1853
83 H -2.7272 6.7456 -0.4279  -0.0636
84 C -2.3472 -7.4733 4.7502  -0.4566
85 C -0.8986 -7.6968 4.3537  -0.1585
86 O -0.8623 -7.4772 2.9405  -0.3338
87 S -1.9647 -6.3542 2.5517  1.2384
88 O -1.2968 -5.0880 2.4499  -0.5101
89 O -2.7989 -6.8783 1.5122  -0.6539
90 O -2.7928 -6.3789 3.9461  -0.3488
91 H -2.9625 -8.3451 4.5100  0.3125
92 H -2.4524 -7.2367 5.8094  0.3134
93 H -0.5512 -8.7011 4.5961  0.3368
94 H -0.2430 -6.9625 4.8260  0.2367
95 C -3.0289 11.5874 2.7344  -0.3321
96 C -3.0342 12.7032 1.7009  -0.3449
97 O -2.0658 12.3107 0.7274  -0.3214
98 S -2.0461 10.6919 0.6229  1.1126
99 O -2.8635 10.3022 -0.4896  -0.4976
100 O -0.6977 10.2432 0.7892  -0.5791
101 O -2.8688 10.3811 1.9861  -0.2828
102 H -2.1775 11.6823 3.4140  0.2838
103 H -3.9526 11.5568 3.3133  0.3144
104 H -2.7767 13.6706 2.1317  0.3221
105 H -4.0052 12.7745 1.2019  0.2777
106 C -4.4350 4.1777 -7.5530  0.2590
107 C -3.7706 5.5439 -7.4796  -0.3432
108 O -4.7300 6.4519 -8.0219  -0.3214
109 S -6.2223 5.9150 -7.6753  1.0834
110 O -6.6900 6.6065 -6.5110  -0.5140
111 O -6.9728 5.8484 -8.8924  -0.5376
112 O -5.8088 4.4082 -7.2372  -0.3374
113 H -4.3825 3.7670 -8.5659  0.3104
114 H -3.9959 3.4667 -6.8506  -0.2714
115 H -2.8395 5.5848 -8.0450  0.3008
116 H -3.5788 5.8342 -6.4423  0.3083
117 C 2.9072 -4.7825 6.3923  -0.4309
118 C 1.9449 -3.6645 6.7652  -0.4260
119 O 0.6850 -4.3084 6.9493  -0.2885
120 S 0.9352 -5.8067 7.5233  0.9523
121 O 0.7723 -5.7765 8.9454  -0.5837
122 O 0.2381 -6.7347 6.6798  -0.5120
123 O 2.5205 -5.9007 7.1951  -0.1778
124 H 2.7968 -5.0637 5.3409  0.2905
125 H 3.9463 -4.5150 6.5886  0.3690
126 H 1.8764 -2.8989 5.9922  0.3570
127 H 2.2288 -3.1990 7.7136  0.2967
128 C 5.9314 -9.4170 8.8742  -0.3913
129 C 6.5999 -8.0520 8.9387  -0.3190
130 O 5.6457 -7.1452 8.3854  -0.3299
131 S 4.1496 -7.6743 8.7306  1.3630
132 O 3.6805 -6.9721 9.8873  -0.6101
133 O 3.4041 -7.7455 7.5108  -0.5043
134 O 4.5579 -9.1801 9.1833  -0.3343
135 H 5.9863 -9.8362 7.8655  0.2754
136 H 6.3651 -10.1225 9.5838  0.3113
137 H 7.5332 -8.0188 8.3765  0.3100
138 H 6.7887 -7.7537 9.9742  0.2972
139 C 7.0106 0.4164 -5.9979  -0.2129
140 C 5.8298 -0.3585 -6.5625  -0.3574
141 O 6.3864 -1.5813 -7.0454  -0.3063
142 S 7.6496 -1.9930 -6.1130  1.0872
143 O 7.1995 -2.9447 -5.1413  -0.5321
144 O 8.7805 -2.2230 -6.9598  -0.5358
145 O 7.8396 -0.5627 -5.3702  -0.2472
146 H 7.5889 0.8918 -6.7953  0.2576
147 H 6.7003 1.1727 -5.2753  0.2508
148 H 5.3256 0.1786 -7.3658  0.3156
149 H 5.1067 -0.6025 -5.7787  0.2950
150 C 6.4579 4.4381 0.6426  -0.3065
151 C 6.4704 5.5502 -0.3946  -0.4170
152 O 7.4430 5.1464 -1.3584  -0.3211
153 S 7.4496 3.5263 -1.4578  1.0057
154 O 6.6390 3.1415 -2.5757  -0.4993
155 O 8.7931 3.0697 -1.2774  -0.5299
156 O 6.6138 3.2276 -0.0992  -0.1339
157 H 7.3048 4.5286 1.3286  0.2898
158 H 5.5292 4.4176 1.2144  0.2710
159 H 6.7327 6.5170 0.0352  0.3287
160 H 5.5040 5.6282 -0.9017  0.2690
161 C -9.6796 -0.4095 0.1900  -0.2962
162 C -10.8692 -1.1722 -0.3731  -0.3754
163 O -10.3236 -2.3943 -0.8702  -0.3089
164 S -9.0568 -2.8220 0.0499  1.0809
165 O -9.5060 -3.7792 1.0163  -0.5702
166 O -7.9316 -3.0504 -0.8081  -0.4724
167 O -8.8529 -1.3994 0.8035  -0.2573
168 H -9.1038 0.0688 -0.6073  0.2646
169 H -9.9798 0.3422 0.9208  0.3186
170 H -11.3754 -0.6250 -1.1683  0.3100
171 H -11.5886 -1.4184 0.4135  0.3015

Computed properties:
SMILES: CCCNc1c(CCCOC)cc(CC(=O)I)c2c1C(=O)c1c(OCCOCC)ccc(P(O)(O)=S)c1C2=O.O=S1(=O)OCCO1.O=S1(=O)OCCO1.O=S1(=O)OCCO1.O=S1(=O)OCCO1.O=S1(=O)OCCO1.O=S1(=O)OCCO1.O=S1(=O)OCCO1.O=S1(=O)OCCO1.O=S1(=O)OCCO1
Kohn-Sham gap, eV: 7.32
E_HOMO, eV: -8.686

=====

Molecular formula: C45H70BrN3O26P
Method: DFT, the ωB97M-V functional and the def2-TZVPD basis

Each line ends with the Mulliken charge.
Positions of all 146 atoms, in Å:
1 C -3.9697 0.0204 4.8281  -1.1355
2 C -2.9963 1.1810 5.1950  -0.2003
3 C -3.1820 2.3095 4.1775  0.3638
4 O -4.0835 3.0783 4.3233  -0.5989
5 O -2.4021 2.4652 3.0560  -0.2623
6 C -1.1357 1.8137 3.1215  -1.2367
7 C -0.2953 2.3127 1.9156  -1.0687
8 C 0.1465 1.2145 0.9646  -0.5770
9 C 1.5293 0.9039 0.7763  1.0231
10 C 2.5888 1.6450 1.5551  -0.9438
11 O 2.2407 1.6517 2.9318  -0.3302
12 C 3.4033 1.7580 3.7476  -0.8594
13 C 1.7667 -0.1617 -0.1511  0.1088
14 C 3.2157 -0.5968 -0.3684  -1.2724
15 Br 4.2825 0.8646 -1.1722  -0.0134
16 C 3.8461 -1.1791 0.9334  -0.1927
17 C 4.2438 -2.6672 0.7326  -1.0440
18 N 0.9063 -0.8478 -0.8595  -1.0879
19 N -0.3592 -0.5474 -0.6739  1.3259
20 C -1.3130 -1.3403 -1.5008  -1.1975
21 O -0.6177 -1.8619 -2.6120  -0.2030
22 C -1.3620 -1.5666 -3.7829  0.4963
23 C -2.6227 -2.3447 -4.0988  -0.6016
24 O -0.9674 -0.6848 -4.4736  -0.4501
25 C -0.7332 0.4041 0.1891  0.8004
26 P -2.5758 0.7397 0.3993  0.7131
27 N -2.8831 2.1713 -0.1866  -0.7035
28 H -3.4477 -0.7809 4.2921  0.3064
29 H -4.7744 0.3852 4.1773  0.2915
30 H -4.4451 -0.3609 5.7338  0.3696
31 H -3.3355 1.5952 6.1495  0.4199
32 H -1.9618 0.8622 5.3506  0.3377
33 H -1.2220 0.7154 3.1293  0.5486
34 H -0.6123 2.0935 4.0442  0.5881
35 H 0.5757 2.8512 2.2951  0.7211
36 H -0.8902 3.0404 1.3489  0.6029
37 H 3.6004 1.2597 1.4261  0.6071
38 H 2.5940 2.6877 1.1846  0.3437
39 H 3.1312 2.2927 4.6644  0.3013
40 H 4.1935 2.3523 3.2675  0.3841
41 H 3.8168 0.7783 4.0230  0.2786
42 H 3.2563 -1.3875 -1.1202  0.7574
43 H 3.0513 -1.1921 1.6924  0.2374
44 H 4.7139 -0.6025 1.2653  0.4521
45 H 5.2860 -2.7718 0.4162  0.3497
46 H 4.0492 -3.2375 1.6451  -0.0073
47 H 3.6416 -3.1506 -0.0513  0.3353
48 H -1.6365 -2.1857 -0.8806  0.1072
49 H -2.1297 -0.7135 -1.8630  0.7194
50 H -2.6238 -3.3686 -3.7186  0.4318
51 H -3.4438 -1.8172 -3.5799  0.3113
52 H -2.8698 -2.2821 -5.1538  -0.0652
53 H -2.9283 0.5799 1.7668  -0.0570
54 H -3.3506 -0.2179 -0.2923  0.1422
55 H -2.0474 2.6200 -0.5439  0.2412
56 C 6.4099 -7.2523 0.5886  -1.3771
57 C 7.0943 -6.0781 1.2452  0.5378
58 C 7.8310 -6.4342 2.5108  -0.5178
59 O 7.7758 -5.2006 3.2419  -0.3548
60 C 6.6660 -4.5435 2.8328  0.5990
61 O 6.2104 -3.5813 3.3674  -0.5204
62 O 6.1352 -5.1206 1.7274  -0.2398
63 H 5.8787 -6.9276 -0.3068  0.1419
64 H 7.1296 -8.0205 0.3071  0.3910
65 H 5.6653 -7.6919 1.2551  0.3968
66 H 7.7453 -5.5709 0.5282  0.3048
67 H 8.8612 -6.7339 2.3333  0.3253
68 H 7.3285 -7.2089 3.0960  0.2959
69 C 0.2156 2.1165 -5.1713  -1.4338
70 C 0.7295 3.3301 -4.4363  0.7094
71 C -0.1828 3.8213 -3.3432  -0.2504
72 O 0.1200 5.2210 -3.2816  -0.2447
73 C 0.5462 5.5752 -4.5388  0.5880
74 O 0.6853 6.6852 -4.9235  -0.4958
75 O 0.7846 4.4739 -5.2947  -0.3917
76 H 0.9121 1.8255 -5.9581  0.3900
77 H 0.0858 1.2765 -4.4950  0.2540
78 H -0.7380 2.3318 -5.6569  0.3630
79 H 1.7393 3.1436 -4.0569  0.2182
80 H 0.0210 3.3441 -2.3844  0.0227
81 H -1.2436 3.7070 -3.5833  0.2935
82 C 2.8584 -5.3883 -3.5203  -1.3292
83 C 4.2967 -5.1742 -3.9276  0.5493
84 C 4.9836 -6.4096 -4.4531  -0.5766
85 O 6.3534 -6.1574 -4.1185  -0.3422
86 C 6.3583 -5.3528 -3.0295  0.5839
87 O 7.3175 -5.1175 -2.3701  -0.5231
88 O 5.1159 -4.8534 -2.7900  -0.1810
89 H 2.4293 -4.4625 -3.1337  0.2306
90 H 2.2593 -5.7226 -4.3673  0.3930
91 H 2.7884 -6.1281 -2.7213  0.3404
92 H 4.3693 -4.3467 -4.6391  0.2290
93 H 4.8654 -6.5359 -5.5270  0.3377
94 H 4.6653 -7.3248 -3.9473  0.3135
95 C 3.2954 -4.3703 7.3267  -1.4785
96 C 2.3135 -4.7060 6.2305  0.5585
97 C 2.8847 -4.6217 4.8391  -0.3888
98 O 1.7261 -4.3018 4.0547  -0.3287
99 C 0.8679 -3.6358 4.8663  0.6531
100 O -0.0916 -3.0433 4.4866  -0.5830
101 O 1.2562 -3.7294 6.1608  -0.3436
102 H 2.8125 -4.4310 8.3020  0.3708
103 H 4.1428 -5.0556 7.3140  0.3789
104 H 3.6628 -3.3490 7.2177  0.3607
105 H 1.8601 -5.6837 6.4166  0.2655
106 H 3.3296 -5.5575 4.5070  0.3329
107 H 3.6145 -3.8168 4.7181  0.1945
108 C -5.2328 1.0240 -8.8566  -1.4546
109 C -4.3483 0.1942 -7.9580  0.5665
110 C -3.3062 -0.6148 -8.6869  -0.4870
111 O -3.1155 -1.7263 -7.7988  -0.3173
112 C -4.2744 -1.8961 -7.1202  0.6762
113 O -4.5300 -2.8520 -6.4552  -0.5522
114 O -5.1006 -0.8408 -7.2970  -0.3429
115 H -5.9727 1.5662 -8.2679  0.3521
116 H -4.6443 1.7440 -9.4252  0.3821
117 H -5.7843 0.3882 -9.5504  0.3639
118 H -3.8942 0.8243 -7.1873  0.2087
119 H -2.3749 -0.0725 -8.8340  0.3185
120 H -3.6548 -0.9965 -9.6491  0.3172
121 C -9.0599 4.3169 5.1363  -1.4568
122 C -8.1534 3.3936 5.9138  0.4966
123 C -7.2328 2.5641 5.0577  -0.3591
124 O -7.0287 1.4010 5.8702  -0.2361
125 C -8.1341 1.2606 6.6510  0.5856
126 O -8.3850 0.2933 7.2900  -0.5386
127 O -8.9079 2.3744 6.5933  -0.3532
128 H -9.7100 4.8716 5.8130  0.3583
129 H -8.4796 5.0285 4.5488  0.3859
130 H -9.7090 3.7490 4.4681  0.3604
131 H -7.5951 3.9580 6.6663  0.2658
132 H -6.2882 3.0600 4.8485  0.2646
133 H -7.6908 2.2517 4.1146  0.2608
134 C -0.5825 7.9130 -2.4239  -1.3582
135 C -1.0158 9.1560 -1.6825  0.4542
136 C -1.5559 8.8989 -0.2986  -0.5000
137 O -2.4588 9.9926 -0.1147  -0.3344
138 C -2.8934 10.3631 -1.3500  0.6106
139 O -3.8017 11.0975 -1.5505  -0.5157
140 O -2.1469 9.7714 -2.3190  -0.3606
141 H -0.2237 8.1644 -3.4154  0.3631
142 H 0.2119 7.3966 -1.8865  0.3743
143 H -1.4241 7.2320 -2.5555  0.3133
144 H -0.2016 9.8865 -1.6608  0.3182
145 H -0.7811 8.9061 0.4661  0.3188
146 H -2.1226 7.9659 -0.2278  0.3200

Computed properties:
Charge: +1
Kohn-Sham gap, eV: 7.06
E_HOMO, eV: -11.889

=====

We obtain DFT total energy values of -265084.903 -184828.966 eV for the records listed above, in that order.
We obtain molecular weight values of 1806.56 1179.93 g mol⁻¹ for the records listed above, in that order.
We obtain maximum force values of 5.49 2.57 eV/A for the records listed above, in that order.